No. 1
Density functional theory data (the ωB97M-V functional and the def2-TZVPD basis) for 2 unconnected molecules or ions with the total composition C2H6OS2 in a non-equilibrium geometry.

Each line ends with the Mulliken charge.
CARTESIAN COORDINATES (ANGSTROEM)
S1 -0.45055 -1.03227 0.72497  -0.21
S2 -2.03949 0.08855 -0.11343  -0.18
O1 2.42029 -0.14002 -1.19061  -0.49
C1 1.57397 0.69849 -0.85197  0.13
C2 1.45808 1.30398 0.54928  -0.81
H1 1.93514 0.67112 1.37536  0.24
H2 1.96620 2.26147 0.47786  0.34
H3 1.06092 1.23121 -1.64451  0.36
H4 0.40056 1.53035 0.67765  0.27
H5 -0.32556 -1.89190 -0.26593  0.19
H6 -2.75109 0.40270 0.93592  0.16

Cartesian forces (eV/Å) of the 6 atoms listed first:
-0.7578 0.4001 0.6703
0.9646 -0.2791 -1.2522
-1.9968 1.3115 0.8900
3.3668 -1.0318 0.3163
0.4323 -1.0023 -0.1678
-0.8721 0.8964 -1.3410

Summary:
* E_HOMO: -0.3336 Ha
* LUMO level: 0.0002 hartree
* M: 110.20 g mol⁻¹
* charge: 0
* SMILES: CC=O.SS
* relative energy (zero: lowest compared OMol25 entry of this formula, charge and spin): 58.7 kJ/mol

---

No. 2
Density functional theory data (the ωB97M-V functional and the def2-TZVPD basis) for C20H13NO in the gas phase in a non-equilibrium geometry.

Each line ends with the Mulliken charge.
CARTESIAN COORDINATES (ANGSTROEM)
O1 -3.50338 -3.82378 -0.20548  -0.54
N1 -1.97756 2.33980 0.11827  -0.92
C1 -0.62304 2.56927 0.13993  -0.62
C2 -1.33807 -3.75089 -1.22766  -0.56
C3 -2.27749 -1.76734 -0.27402  0.95
C4 0.14079 3.77964 0.23841  -0.85
C5 3.56623 2.46851 0.40723  -0.62
C6 -1.09127 -1.02390 -0.39785  0.08
C7 -2.26254 1.01447 0.29498  -0.38
C8 2.11258 0.22728 0.99968  -0.85
C9 0.08992 -1.69545 -1.12279  -0.61
C10 3.49501 0.28081 1.14293  -0.70
C11 -2.38800 -3.11590 -0.60257  1.04
C12 -0.20864 -3.11479 -1.59818  -0.76
C13 1.44466 1.29996 0.42465  1.33
C14 -3.45702 0.29452 0.51512  -0.68
C15 -3.46991 -1.15583 0.26059  -1.19
C16 0.03405 1.33814 0.18280  0.79
C17 4.21936 1.29749 0.64587  -0.62
C18 2.14404 2.50869 0.44822  0.64
C19 -1.02041 0.31872 0.11033  0.43
C20 1.52863 3.70048 0.26185  -0.66
H1 -3.17242 -4.71087 0.16411  0.35
H2 0.45443 -3.64758 -2.23197  0.44
H3 1.50906 -0.61104 1.28593  0.68
H4 -0.35919 4.75872 0.21514  0.39
H5 -4.41001 -1.67541 0.41476  0.39
H6 1.06117 -1.71365 -0.66225  0.48
H7 -4.32783 0.96833 0.70373  0.36
H8 1.93544 4.73462 0.31017  0.29
H9 4.19535 3.31728 0.31337  0.39
H10 3.93165 -0.59843 1.56167  0.37
H11 5.27210 1.19111 0.58131  0.43
H12 -1.40996 -4.80560 -1.33896  0.36
H13 0.16230 -1.19736 -2.07936  0.35

Cartesian forces (eV/Å) of the 6 atoms listed first:
1.6846 -1.2061 0.3990
-2.8213 0.1244 1.3281
0.1118 -1.3891 0.2388
1.8837 -1.0143 -0.8226
-2.8459 -0.5617 0.5479
-0.3490 -0.2158 -0.7285

Summary:
* E_HOMO: -0.2599 Ha
* LUMO level: -0.0551 hartree
* M: 283.33 g mol⁻¹
* charge: 0
* SMILES: OC1=c2ccc3c(c2CC=C1)-c1c(ccc2ccccc12)N=3
* relative energy (zero: lowest compared OMol25 entry of this formula, charge and spin): 185.0 kJ/mol